# C41H41FeN8O10P2S2

C41H41FeN8O10P2S2 as an isolated structure (ωB97M-V/def2-TZVPD, OMol25).

Summary:
Net charge: 0
2S+1: 6
E_tot (eV): -150226.0128
Energy above the lowest of the compared OMol25 structures with the same formula, charge and spin (kcal/mol): 16.70

Cartesian coordinates (Å):
Fe (1.694885, -1.019008, -1.407805)
C (-4.773346, -5.637988, 0.950338)
C (-3.974270, -4.549931, 0.287668)
C (-2.585039, -4.544181, 0.345781)
C (-1.849571, -3.529820, -0.247977)
C (-2.503765, -2.508144, -0.914950)
C (-3.890121, -2.502305, -0.998457)
C (-4.613705, -3.516590, -0.394350)
S (-1.621456, -1.147328, -1.645326)
O (-1.409203, -0.160098, -0.619352)
O (-2.394794, -0.758075, -2.792723)
N (-0.166410, -1.774977, -1.995944)
C (-0.114346, -2.840978, -2.899616)
C (-1.121002, -3.315640, -3.709451)
C (-0.923584, -4.459476, -4.513179)
C (0.259330, -5.139527, -4.528314)
C (1.325077, -4.672426, -3.724445)
C (2.588939, -5.293960, -3.662681)
C (3.565452, -4.786350, -2.851927)
C (3.294796, -3.627567, -2.108497)
N (2.131747, -3.015626, -2.158314)
C (1.134518, -3.524634, -2.931710)
H (-4.153501, -6.505969, 1.170647)
H (-5.600090, -5.959368, 0.317013)
H (-5.199989, -5.284911, 1.891272)
H (-2.069459, -5.350062, 0.854183)
H (-0.766665, -3.542308, -0.213575)
H (-4.387733, -1.713739, -1.544112)
H (-5.694663, -3.511999, -0.461830)
H (-2.068935, -2.803034, -3.751053)
H (-1.745110, -4.794104, -5.132715)
H (0.401316, -6.016348, -5.145070)
H (2.769511, -6.177311, -4.263412)
H (4.539253, -5.248766, -2.778349)
H (4.023380, -3.190240, -1.436853)
C (-2.473778, 4.174960, 10.700999)
O (-2.018862, 4.878449, 9.560980)
C (-1.668716, 4.152721, 8.469375)
C (-1.736464, 2.766534, 8.392453)
C (-1.351937, 2.129120, 7.218899)
C (-0.897067, 2.846807, 6.123533)
C (-0.837652, 4.240209, 6.215433)
C (-1.217543, 4.885098, 7.369282)
C (-0.484979, 2.200381, 4.875778)
N (-0.242637, 2.828030, 3.749427)
C (0.109619, 1.847145, 2.860740)
C (0.077763, 0.610015, 3.456305)
N (-0.306181, 0.848271, 4.754406)
C (0.411023, -0.599843, 2.772850)
C (0.452112, -1.880645, 3.330121)
C (0.829199, -2.948014, 2.547919)
C (1.137736, -2.722297, 1.207733)
N (1.075333, -1.523395, 0.663356)
C (0.749443, -0.465577, 1.417832)
C (0.808279, 0.833826, 0.782520)
N (1.217611, 0.863142, -0.500275)
C (1.347577, 2.026679, -1.111832)
C (1.053025, 3.235093, -0.477309)
C (0.622994, 3.221021, 0.825874)
C (0.499380, 1.992935, 1.486326)
H (-2.692453, 4.928379, 11.452336)
H (-1.705177, 3.497227, 11.080913)
H (-3.382473, 3.609030, 10.481008)
H (-2.088526, 2.175444, 9.224062)
H (-1.434474, 1.049612, 7.178874)
H (-0.485426, 4.801390, 5.361477)
H (-1.172559, 5.962308, 7.450013)
H (-0.389873, 0.173920, 5.493129)
H (0.205435, -2.033064, 4.373218)
H (0.891542, -3.947211, 2.953459)
H (1.448737, -3.530350, 0.557573)
H (1.698954, 1.994865, -2.133687)
H (1.184291, 4.158885, -1.021663)
H (0.393149, 4.132319, 1.361382)
O (5.767896, -0.592402, 0.414966)
P (4.244397, -0.136787, 0.244407)
O (3.714798, 0.452884, 1.476326)
O (3.483673, -1.313265, -0.387555)
O (4.343508, 0.955898, -0.960368)
P (4.185372, 0.582202, -2.530097)
O (5.290428, -0.576055, -2.745537)
O (4.447524, 1.749324, -3.365317)
O (2.822470, -0.122684, -2.651304)
H (6.230690, -0.610293, -0.432462)
H (4.925419, -1.420957, -2.452557)
C (-2.755412, 2.684626, -4.130444)
C (-1.607245, 2.752509, -3.137860)
N (-0.345423, 3.141658, -3.753201)
C (0.490958, 2.271261, -4.363302)
S (0.262095, 0.613672, -4.332035)
N (1.591656, 2.799325, -4.944858)
C (1.806777, 4.191164, -5.283289)
C (0.983408, 4.665001, -6.476399)
H (-3.683846, 2.442377, -3.613822)
H (-2.560917, 1.900252, -4.860647)
H (-2.887827, 3.635521, -4.651124)
H (-1.463709, 1.777334, -2.675378)
H (-1.809778, 3.470897, -2.340142)
H (-0.209675, 4.124025, -3.925788)
H (2.184186, 2.106523, -5.373623)
H (2.870896, 4.301934, -5.488828)
H (1.618771, 4.815098, -4.404002)
H (1.212200, 4.064035, -7.355801)
H (1.205461, 5.707641, -6.704451)
H (-0.086670, 4.576676, -6.285264)

Force components x, y, z for each atom (eV/Å):
0.254 -0.171 0.645
-0.001 0.008 -0.005
-0.016 0.011 -0.004
0.003 0.019 0.003
0.078 -0.004 -0.007
-0.049 -0.012 0.003
0.045 -0.056 0.040
0.028 0.002 0.003
0.046 -0.073 0.150
-0.009 0.029 -0.001
0.025 -0.011 -0.012
-0.013 0.115 -0.414
-0.020 0.126 0.061
-0.003 -0.054 -0.061
0.035 0.020 0.031
-0.013 0.039 0.025
-0.010 -0.008 -0.014
-0.007 -0.014 -0.017
0.026 0.023 0.018
-0.056 -0.027 0.018
-0.058 -0.028 0.040
0.100 -0.003 -0.039
0.005 -0.007 0.001
-0.007 -0.006 -0.002
-0.003 0.002 0.006
0.010 -0.018 0.011
-0.138 0.002 -0.018
-0.018 0.037 -0.026
-0.026 -0.003 0.000
-0.021 0.010 0.002
-0.006 -0.009 -0.012
0.001 -0.022 -0.016
0.005 -0.004 0.004
0.000 -0.008 -0.001
0.025 0.007 -0.008
-0.006 -0.008 0.014
0.023 -0.002 -0.057
-0.006 -0.005 0.010
0.003 0.028 0.002
-0.009 0.005 0.023
-0.006 0.001 -0.005
0.002 0.007 0.006
-0.009 -0.009 0.025
-0.013 0.010 0.046
0.010 -0.022 -0.009
0.011 -0.021 -0.059
0.032 -0.042 -0.045
-0.002 0.012 -0.028
-0.024 0.033 0.056
0.006 -0.048 -0.030
-0.003 0.046 -0.012
-0.002 0.039 0.047
-0.018 0.095 -0.022
0.021 -0.056 0.009
0.032 -0.017 -0.042
0.031 -0.003 0.013
-0.032 -0.020 -0.021
-0.016 -0.027 0.030
0.014 -0.012 -0.047
-0.016 0.071 0.062
0.001 -0.009 -0.005
-0.001 -0.003 0.004
-0.002 -0.003 0.003
-0.006 -0.005 0.015
-0.005 -0.013 0.003
0.003 0.008 -0.012
0.001 0.018 0.002
0.010 0.014 -0.005
-0.006 -0.002 0.018
-0.001 -0.015 0.006
0.014 -0.034 -0.015
0.012 0.006 -0.004
-0.008 0.010 -0.005
-0.002 0.010 0.007
-0.008 -0.002 0.011
-0.041 0.048 -0.021
0.015 -0.012 -0.014
-0.041 0.003 -0.061
0.034 -0.009 -0.063
-0.034 -0.030 0.116
0.022 0.043 0.070
-0.027 0.025 -0.036
-0.093 0.003 -0.245
0.019 -0.004 -0.017
-0.034 -0.014 -0.049
0.016 -0.013 0.002
0.009 -0.051 0.092
-0.018 0.035 -0.112
0.115 0.020 0.084
-0.137 0.014 -0.162
-0.165 -0.098 -0.173
0.085 0.040 0.106
-0.001 -0.006 0.021
-0.023 -0.007 0.018
0.011 0.001 -0.034
-0.011 0.011 -0.006
0.010 0.022 0.019
-0.022 0.019 -0.033
0.002 -0.011 0.018
0.086 0.016 0.104
-0.001 -0.020 0.003
-0.001 0.015 -0.003
0.012 -0.007 -0.018
-0.001 0.026 -0.004
-0.023 -0.009 0.004


# C41H41KN12OP

C41H41KN12OP as an isolated structure (ωB97M-V/def2-TZVPD, OMol25).

Summary:
Net charge: +1
2S+1: 1
E_tot (eV): -88722.7875
Energy above the lowest of the compared OMol25 structures with the same formula, charge and spin (kcal/mol): 11.24

Cartesian coordinates (Å):
K (0.009717, 0.008304, 0.010463)
C (-3.839328, -1.485508, 2.625809)
C (-4.400376, -0.455320, 3.361893)
C (-3.626871, 0.650501, 3.674501)
C (-2.304590, 0.693210, 3.238648)
N (-1.765976, -0.305028, 2.537237)
C (-2.510527, -1.361452, 2.239858)
C (-1.389867, 1.828146, 3.552195)
C (-1.686419, 2.790186, 4.517945)
C (-0.726418, 3.741953, 4.815195)
C (0.493926, 3.708193, 4.162639)
C (0.697956, 2.732339, 3.187403)
N (-0.237234, 1.835712, 2.891324)
C (1.988779, 2.588573, 2.457257)
C (2.966451, 3.579775, 2.467413)
C (4.145370, 3.364279, 1.773337)
C (4.322400, 2.167854, 1.099410)
C (3.300404, 1.229063, 1.162082)
N (2.163136, 1.433208, 1.813056)
H (-4.414818, -2.365150, 2.370356)
H (-5.432056, -0.507164, 3.685842)
H (-4.053972, 1.468403, 4.238255)
H (-2.009337, -2.138981, 1.671358)
H (-2.624565, 2.781997, 5.053344)
H (-0.918444, 4.490646, 5.572438)
H (1.272110, 4.408022, 4.430408)
H (2.813223, 4.512671, 2.991528)
H (4.915962, 4.124476, 1.757597)
H (5.234772, 1.961011, 0.556821)
H (3.395689, 0.259132, 0.684432)
C (3.639652, -3.819908, -3.150072)
N (3.303531, -2.544991, -2.542398)
C (3.851555, -1.334774, -2.856275)
C (3.256524, -0.425471, -2.025178)
N (2.350972, -1.050626, -1.219625)
C (2.393492, -2.329327, -1.542948)
P (1.582758, -3.723665, -0.682116)
C (1.598982, -3.026889, 0.988610)
N (1.012534, -1.911733, 1.365386)
C (1.307377, -1.747410, 2.682290)
C (2.090867, -2.785771, 3.112253)
N (2.273093, -3.600675, 2.030291)
C (3.042414, -4.829590, 2.002970)
C (-0.176673, -3.470784, -1.084285)
N (-0.966903, -2.500033, -0.668873)
C (-2.216674, -2.816634, -1.109534)
C (-2.186349, -3.993021, -1.807724)
N (-0.887063, -4.407367, -1.788105)
C (-0.372787, -5.625233, -2.387490)
H (4.280929, -3.647862, -4.009968)
H (2.738667, -4.332069, -3.481581)
H (4.164235, -4.460440, -2.442059)
H (4.597119, -1.222368, -3.625291)
H (3.433678, 0.636599, -1.955675)
H (0.934277, -0.891618, 3.221860)
H (2.524855, -3.012898, 4.071353)
H (3.412531, -5.039444, 3.002606)
H (3.893595, -4.740258, 1.328684)
H (2.423918, -5.664531, 1.677673)
H (-3.068185, -2.198189, -0.880838)
H (-2.964529, -4.545157, -2.307311)
H (-1.191600, -6.163593, -2.856068)
H (0.080270, -6.263296, -1.630595)
H (0.374588, -5.397133, -3.146395)
O (-0.980493, -0.064382, -2.997863)
C (-1.299157, 1.262112, -3.424262)
C (-0.187995, 1.899579, -4.249740)
C (1.171934, 1.895637, -3.535223)
C (1.277186, 2.909975, -2.430711)
C (2.114131, 4.017487, -2.532193)
C (2.139037, 4.943891, -1.502259)
C (1.321277, 4.739911, -0.403109)
C (0.536121, 3.599285, -0.371872)
N (0.513937, 2.700987, -1.352047)
H (-0.742581, -0.582547, -3.773614)
H (-1.467408, 1.830353, -2.512943)
H (-2.223700, 1.253846, -4.013395)
H (-0.493016, 2.917727, -4.503445)
H (-0.083215, 1.348932, -5.190345)
H (1.962946, 2.065897, -4.266472)
H (1.310423, 0.909752, -3.090859)
H (2.718324, 4.163331, -3.418169)
H (2.778504, 5.815325, -1.558791)
H (1.291317, 5.442146, 0.417871)
H (-0.120325, 3.394593, 0.468968)
N (-6.281652, -1.646431, -2.686466)
C (-5.762507, -0.868747, -2.017981)
C (-5.122690, 0.090048, -1.172323)
C (-5.849561, 0.808678, -0.223879)
C (-5.173026, 1.707507, 0.578080)
C (-3.799743, 1.840187, 0.421696)
N (-3.102097, 1.158935, -0.481876)
C (-3.751238, 0.316230, -1.272898)
H (-6.915877, 0.655477, -0.126126)
H (-5.701408, 2.290470, 1.319681)
H (-3.234156, 2.533085, 1.035146)
H (-3.154039, -0.202167, -2.016191)

Force components x, y, z for each atom (eV/Å):
-0.359 0.775 -0.111
-0.024 0.024 0.031
-0.011 0.018 -0.027
0.062 0.056 -0.001
-0.190 -0.208 0.000
0.066 0.048 -0.161
-0.086 -0.049 0.038
0.118 0.218 0.121
0.012 -0.080 -0.045
0.005 0.010 -0.006
-0.003 -0.040 -0.053
-0.187 0.056 0.214
0.020 -0.049 -0.146
0.229 -0.029 -0.057
-0.038 -0.022 -0.011
0.013 0.024 -0.047
-0.020 0.003 0.073
0.120 0.006 0.019
-0.079 -0.007 -0.084
0.041 -0.009 -0.031
0.006 -0.004 0.008
-0.007 -0.014 -0.001
-0.038 -0.001 0.008
0.004 -0.009 0.006
0.003 -0.007 0.008
-0.010 0.012 -0.017
-0.014 -0.003 -0.006
-0.009 -0.001 0.011
-0.017 -0.029 -0.015
0.000 0.053 -0.045
0.057 -0.116 0.019
-0.152 0.040 0.065
0.026 0.113 -0.003
0.059 -0.057 -0.080
0.040 -0.026 -0.076
0.189 -0.047 -0.050
-0.054 0.149 -0.010
0.027 -0.101 0.123
0.253 -0.353 0.402
0.050 -0.053 0.116
-0.005 0.049 0.060
-0.077 0.067 -0.093
0.075 -0.117 -0.041
-0.067 -0.107 0.025
-0.134 -0.126 -0.169
0.017 -0.131 -0.054
-0.116 0.097 -0.006
0.065 0.089 0.063
0.081 -0.092 -0.009
-0.011 0.048 -0.004
0.008 0.009 -0.034
-0.002 0.015 -0.004
-0.009 -0.043 0.014
0.004 -0.016 -0.045
0.047 -0.036 0.039
-0.008 -0.010 -0.021
-0.022 0.037 0.019
0.000 0.015 0.018
-0.011 0.013 0.012
-0.022 -0.040 -0.048
0.047 -0.036 0.008
-0.033 0.034 0.004
-0.012 0.005 -0.004
-0.027 -0.001 -0.016
0.025 0.064 0.100
-0.001 0.117 -0.205
0.017 -0.130 0.179
-0.127 0.059 0.052
0.013 0.038 -0.044
-0.063 0.077 -0.019
-0.051 -0.039 0.027
0.007 0.020 0.069
-0.047 0.070 -0.093
0.044 -0.159 0.063
-0.032 -0.068 0.009
-0.045 -0.040 0.013
-0.006 0.019 0.047
0.033 0.011 -0.061
-0.026 0.034 -0.024
0.049 -0.031 0.041
0.087 -0.054 -0.119
0.015 -0.047 0.003
-0.003 0.003 -0.021
0.021 0.019 0.020
0.062 0.011 0.040
0.078 0.017 0.034
-0.133 -0.177 -0.192
0.093 0.272 0.245
0.053 -0.061 -0.033
-0.044 -0.003 0.034
-0.097 0.015 -0.072
0.276 0.064 0.031
-0.049 -0.097 -0.081
-0.004 0.019 -0.007
0.027 0.008 0.005
-0.027 -0.024 0.045
-0.033 -0.019 0.022